No. 1
C50H63F14IN2O41PS2 | ωB97M-V/def2-TZVPD

Properties
Total charge = +1
DFT total energy = -216896.530 eV
HOMO-LUMO gap = 8.66 eV

Each line ends with the Mulliken charge.
CARTESIAN COORDINATES (ANGSTROEM)
C 1.6208 3.2832 4.4152  -0.953
C 3.0948 3.4559 4.1628  0.695
O 3.9281 3.1204 4.9752  -0.529
O 3.4677 3.9770 2.9414  -0.280
C 3.3428 2.9269 1.9685  -0.286
C 4.1971 3.3179 0.7642  -1.576
C 3.8011 2.7554 -0.6104  -1.308
C 2.3402 2.3624 -0.8682  1.381
P 2.0177 0.7005 0.0424  0.635
O 3.4126 0.2492 0.7532  -0.440
I 1.6432 -1.1222 -1.5253  -0.258
N 2.2046 2.1786 -2.4049  0.815
C 3.2943 1.5779 -3.2125  -0.374
C 2.8942 0.9782 -4.5862  -1.182
C 1.4155 1.0116 -5.0053  -0.113
C 0.7642 -0.3722 -5.1605  -1.408
S -1.0041 -0.3146 -4.9415  1.284
O -1.6356 -1.1122 -5.9505  -0.582
O -1.4420 1.0484 -4.9780  -0.686
O -1.3061 -0.9817 -3.5316  -0.131
C 1.8661 3.5166 -2.9461  -0.869
C 0.6714 3.8643 -2.0534  -0.928
C 1.2299 3.4808 -0.6610  0.013
N 1.5919 4.5527 0.1559  0.001
C 1.8485 5.7561 -0.2249  0.500
C 0.8679 6.8312 0.1743  -1.255
C 3.0548 6.2482 -0.9646  -1.475
S -0.3662 3.0169 0.2881  1.318
O -0.1668 2.8812 1.7005  -0.496
O -1.2607 4.1025 -0.0028  -0.798
C -1.2549 1.4745 -0.2695  0.518
F -2.5655 1.7709 -0.2428  -0.234
F -0.9463 1.0764 -1.5214  -0.200
F -1.0783 0.4537 0.5686  -0.010
H 1.3210 2.2773 4.1245  0.115
H 1.0415 4.0190 3.8667  0.307
H 1.4218 3.3620 5.4782  0.479
H 3.7722 2.0305 2.4144  0.926
H 2.2941 2.7531 1.7153  -0.299
H 4.2664 4.4007 0.7561  0.353
H 5.2136 2.9899 0.9694  0.434
H 4.0691 3.4979 -1.3626  1.269
H 4.4669 1.9262 -0.8151  -0.600
H 4.0425 -0.0683 0.0875  0.348
H 1.3033 1.6941 -2.4877  -0.013
H 4.0340 2.3548 -3.3743  0.401
H 3.8151 0.8247 -2.6396  -0.027
H 3.4804 1.4788 -5.3459  0.467
H 3.2342 -0.0538 -4.6145  0.496
H 0.7526 1.6099 -4.3802  -0.065
H 1.3560 1.4503 -5.9881  0.497
H 0.8759 -0.6825 -6.1944  0.399
H 1.2267 -1.1500 -4.5612  0.377
H -2.1356 -1.4769 -3.6648  0.215
H 1.4796 3.4904 -3.9632  0.699
H 2.6943 4.2136 -3.0144  0.586
H -0.1085 3.2023 -2.4417  0.484
H 0.2035 4.8364 -2.1309  0.416
H 0.0949 6.9479 -0.5798  0.221
H 1.3994 7.7653 0.3459  0.520
H 0.4637 6.5354 1.1375  0.313
H 3.8931 5.5644 -0.9798  0.125
H 2.7403 6.5804 -1.9564  0.313
H 3.3901 7.1498 -0.4547  0.626
C -3.3260 -0.1525 3.0697  -0.007
C -4.6861 -0.5684 2.5595  0.281
O -4.9259 -1.7695 3.2801  -0.276
C -4.2493 -1.6602 4.4568  0.573
O -4.4335 -2.3518 5.4014  -0.531
O -3.3450 -0.6563 4.4093  -0.292
F -4.6631 -0.8419 1.2329  -0.273
H -2.5141 -0.6258 2.5150  -0.092
H -3.1796 0.9246 3.0569  0.267
H -5.4872 0.1428 2.7661  0.315
C -5.4250 -5.4900 4.6895  -0.028
C -6.8240 -5.7353 5.1866  0.318
O -7.0101 -7.1104 4.9234  -0.316
C -5.7729 -7.6974 4.9788  0.559
O -5.5845 -8.8589 5.0633  -0.496
O -4.7964 -6.7538 4.9300  -0.310
F -7.7326 -5.0132 4.4712  -0.275
H -5.4055 -5.2710 3.6202  0.176
H -4.9244 -4.6900 5.2265  0.034
H -6.9665 -5.5437 6.2511  0.324
C -4.2569 -2.5842 -5.3565  -0.152
C -5.6637 -3.0031 -5.6825  0.562
O -5.8140 -4.1826 -4.8985  -0.372
C -5.0031 -4.0514 -3.8108  0.438
O -5.0687 -4.7129 -2.8339  -0.514
O -4.1078 -3.0444 -4.0021  -0.263
F -5.8021 -3.3226 -6.9907  -0.292
H -3.5196 -3.0795 -5.9881  0.176
H -4.1105 -1.5169 -5.4203  0.155
H -6.4290 -2.2792 -5.4037  0.278
C -1.0314 -3.6304 4.2767  -0.100
C -0.5027 -4.0701 2.9358  0.926
O -0.2010 -2.8276 2.3056  -0.273
C 0.1070 -1.9551 3.3121  0.731
O 0.6612 -0.9174 3.1567  -0.522
O -0.2916 -2.4299 4.5116  -0.365
F -1.4597 -4.7070 2.2098  -0.302
H -2.0960 -3.3960 4.2476  -0.151
H -0.8529 -4.3638 5.0582  0.337
H 0.3937 -4.6902 2.9788  -0.171
C 7.9134 -0.6367 -2.0543  -0.524
C 6.4521 -0.7922 -2.4025  0.297
O 5.8932 0.4179 -1.9168  -0.085
C 6.8813 1.3675 -1.9744  0.572
O 6.6791 2.5312 -1.9004  -0.477
O 8.0837 0.7887 -2.1408  -0.345
F 5.8660 -1.8204 -1.7495  -0.317
H 8.1269 -0.9633 -1.0358  0.297
H 8.5752 -1.1555 -2.7415  0.332
H 6.2387 -0.8781 -3.4701  0.287
C -7.5598 1.7808 -7.6177  -0.478
C -7.7777 1.3451 -6.1883  0.306
O -7.0429 0.1313 -6.1292  -0.255
C -6.0324 0.2323 -7.0397  0.558
O -5.0880 -0.4825 -7.0702  -0.441
O -6.2534 1.2566 -7.8916  -0.346
F -9.0792 1.0894 -5.9307  -0.271
H -8.2836 1.3278 -8.2958  0.287
H -7.5813 2.8599 -7.7418  0.279
H -7.3926 2.0380 -5.4384  0.278
C -9.4683 -2.8339 4.1002  -0.163
C -10.9454 -2.7273 3.8087  0.337
O -11.2640 -1.4406 4.3126  -0.329
C -10.1343 -0.6818 4.2131  0.576
O -10.1041 0.4970 4.2951  -0.503
O -9.0486 -1.4667 3.9979  -0.269
F -11.6605 -3.6584 4.4838  -0.280
H -9.2761 -3.1996 5.1072  0.152
H -8.9389 -3.4564 3.3893  0.200
H -11.2042 -2.7754 2.7495  0.299
C 1.1775 1.1431 -10.3366  -0.432
C 2.1940 0.0863 -10.6985  0.271
O 3.0915 0.1424 -9.5919  -0.335
C 2.3739 0.5569 -8.5258  0.592
O 2.7314 0.4676 -7.3915  -0.465
O 1.1912 1.0796 -8.9008  -0.278
F 2.8622 0.3959 -11.8278  -0.279
H 1.4892 2.1366 -10.6592  0.292
H 0.1861 0.9355 -10.7283  0.279
H 1.7898 -0.9233 -10.7837  0.300
C 2.9061 -8.8808 2.6567  -0.478
C 1.4223 -8.7766 2.3944  0.290
O 1.1190 -7.4849 2.9038  -0.241
C 2.2459 -6.7354 2.7809  0.687
O 2.2719 -5.5510 2.8667  -0.551
O 3.3227 -7.5119 2.5453  -0.361
F 0.7222 -9.7022 3.0837  -0.266
H 3.1171 -9.2445 3.6626  0.294
H 3.4238 -9.5064 1.9352  0.270
H 1.1419 -8.8247 1.3410  0.289
C 7.6824 2.7124 4.4665  -0.473
C 6.5494 3.1307 3.5615  0.516
O 7.1463 3.0428 2.2724  -0.302
C 8.1193 2.0861 2.3462  0.580
O 8.6379 1.5839 1.4059  -0.521
O 8.4057 1.7940 3.6336  -0.323
F 6.1680 4.4071 3.7843  -0.287
H 8.3283 3.5522 4.7246  0.268
H 7.3420 2.2302 5.3787  0.300
H 5.6729 2.4812 3.6036  0.150
C 3.9276 3.1254 8.1627  -0.048
C 3.1223 3.3815 9.4127  0.322
O 3.1398 2.1182 10.0500  -0.319
C 4.2982 1.4964 9.6746  0.609
O 4.7584 0.5510 10.2113  -0.498
O 4.8488 2.1220 8.6025  -0.328
F 1.8387 3.7161 9.1226  -0.278
H 3.3169 2.7280 7.3537  -0.010
H 4.4528 4.0078 7.8070  0.271
H 3.5455 4.1324 10.0822  0.269

No. 2
C78H78 | ωB97M-V/def2-TZVPD

Properties
Total charge = 0
DFT total energy = -82148.720 eV
HOMO-LUMO gap = 9.65 eV
Energy relative to the best compared isomer or geometry (same formula, charge and spin) = 0.00 kcal/mol

Each line ends with the Mulliken charge.
CARTESIAN COORDINATES (ANGSTROEM)
C -3.3374 2.6316 3.2593  -0.665
C -2.2732 2.3063 4.1043  -0.046
C -1.9311 1.0462 4.4664  -0.876
C -2.7722 -0.0144 3.9659  0.247
C -3.8190 0.2743 3.1297  -0.554
C -4.1498 1.5910 2.7418  0.191
H -3.5532 3.6782 3.0356  0.380
H -1.6043 3.0925 4.4291  0.372
H -1.0725 0.7747 5.0450  0.472
H -2.5918 -1.1190 4.1213  0.271
H -4.4394 -0.5170 2.7683  0.119
H -5.0388 1.9061 2.1288  0.194
C 2.2131 4.3828 1.1320  -0.458
C 2.7881 3.1557 1.3536  0.440
C 2.6879 2.5498 2.6043  -0.068
C 2.0254 3.2042 3.5883  -0.609
C 1.4319 4.4733 3.3686  -0.638
C 1.5262 5.0775 2.1497  -0.839
H 2.2604 4.8977 0.1481  0.280
H 3.1611 2.6290 0.4417  0.127
H 3.1874 1.6485 2.8585  0.454
H 1.9476 2.8202 4.5967  0.395
H 0.8815 4.8925 4.1712  0.454
H 0.9686 5.9704 1.8939  0.392
C -3.6419 -4.4915 -2.5444  -0.238
C -2.2365 -4.4842 -2.5528  -0.756
C -1.5855 -4.6141 -1.3225  0.146
C -2.2849 -4.8653 -0.1406  -0.710
C -3.6947 -4.7495 -0.1606  -0.100
C -4.3822 -4.5713 -1.3592  -0.732
H -4.2363 -4.3854 -3.4707  0.327
H -1.7199 -4.3382 -3.5175  0.429
H -0.5067 -4.6345 -1.3427  0.436
H -1.7071 -5.0402 0.7648  0.395
H -4.2583 -4.9610 0.7297  0.417
H -5.4836 -4.4962 -1.4115  0.385
C -5.7622 -1.0616 0.4925  -0.744
C -5.1057 -0.3194 -0.5064  0.761
C -5.6799 0.8827 -0.8219  -0.236
C -6.7617 1.3934 -0.1381  -0.529
C -7.3258 0.6910 0.8842  -0.546
C -6.7607 -0.5071 1.2519  -0.397
H -5.2917 -1.9679 0.8139  0.493
H -4.2530 -0.7899 -0.9764  0.145
H -5.2272 1.4174 -1.6929  -0.021
H -7.2547 2.3691 -0.4258  0.266
H -8.0821 1.2996 1.3921  0.319
H -7.1563 -1.0213 2.0520  0.515
C -0.6999 -5.0718 3.6432  -0.895
C -1.4463 -3.8874 3.4396  -0.450
C -1.1009 -2.9016 2.4740  1.497
C -0.0309 -3.1927 1.5922  0.738
C 0.6817 -4.3190 1.8031  -0.900
C 0.3902 -5.2478 2.8021  -0.397
H -1.0137 -5.7650 4.4125  0.486
H -2.2552 -3.5788 4.0741  0.461
H -1.6424 -1.9425 2.4859  -1.133
H 0.2316 -2.4516 0.8034  -0.342
H 1.5725 -4.6144 1.2546  0.390
H 1.0253 -6.0869 3.0439  0.381
C -2.1029 1.5408 -6.2078  -0.222
C -2.9956 0.4652 -6.0883  -0.807
C -3.6352 0.3282 -4.8583  -0.508
C -3.4068 1.2294 -3.8223  0.354
C -2.5038 2.2763 -3.9934  0.114
C -1.8360 2.4590 -5.1822  -0.803
H -1.5731 1.6577 -7.1073  0.398
H -3.0777 -0.2874 -6.8273  0.508
H -4.3411 -0.4643 -4.7434  0.474
H -3.7793 0.9541 -2.8533  -0.177
H -2.3341 2.9472 -3.1507  0.367
H -1.1179 3.3037 -5.2689  0.340
C 6.2535 -1.4447 -1.4546  -0.655
C 5.0720 -2.0410 -1.0467  -0.293
C 4.1666 -2.5125 -2.0295  -0.579
C 4.3930 -2.2114 -3.3513  -0.407
C 5.4976 -1.4722 -3.7156  -0.544
C 6.4627 -1.1192 -2.7796  -0.400
H 6.9722 -1.1823 -0.6936  0.429
H 4.8933 -2.2351 0.0187  0.609
H 3.2543 -3.0370 -1.7497  0.463
H 3.6970 -2.5293 -4.0574  0.567
H 5.7426 -1.2352 -4.7174  0.456
H 7.3059 -0.4722 -3.0954  0.357
C -1.2258 3.9089 -0.3584  0.359
C -0.8810 5.2382 -0.5214  -0.341
C -1.8787 6.2348 -0.4954  -0.819
C -3.1718 5.8350 -0.3461  -0.619
C -3.5638 4.4765 -0.3178  -0.861
C -2.5619 3.5294 -0.1871  0.252
H -0.4004 3.1452 -0.2698  0.046
H 0.1400 5.4741 -0.6735  0.466
H -1.5997 7.2826 -0.4767  0.395
H -3.8639 6.6645 -0.0925  0.247
H -4.6151 4.2555 -0.3506  0.464
H -2.7901 2.4756 -0.0576  0.496
C 4.5543 3.2830 -2.1506  -0.226
C 3.5768 2.3119 -2.3384  -1.009
C 2.2904 2.7216 -2.5634  0.317
C 1.9992 4.0645 -2.8478  -0.678
C 3.0223 5.0013 -2.7284  -0.269
C 4.3085 4.6342 -2.4005  -0.811
H 5.5346 2.9302 -2.0283  0.537
H 3.7291 1.2941 -2.1365  0.785
H 1.4460 2.0390 -2.4525  0.443
H 0.9780 4.4723 -3.1579  0.273
H 2.7403 6.0625 -2.8948  0.302
H 5.0746 5.4045 -2.4291  0.399
C 4.7904 -2.5593 4.0007  -0.640
C 5.8668 -1.6948 3.9050  -0.633
C 5.8593 -0.6926 2.9584  -0.962
C 4.8062 -0.5865 2.0564  -0.622
C 3.7295 -1.4978 2.0691  -0.431
C 3.7425 -2.4626 3.0915  -0.405
H 4.7175 -3.2598 4.8117  0.432
H 6.6489 -1.7954 4.5846  0.429
H 6.7398 -0.0136 2.9567  0.377
H 4.8274 0.1959 1.3757  1.325
H 2.8935 -1.4201 1.4276  0.957
H 2.9287 -3.1520 3.0639  0.231
C -1.4146 -0.2308 0.4041  0.462
C -1.4056 -0.9374 -0.7990  0.129
C -0.2192 -1.0576 -1.4931  -0.728
C 0.9827 -0.5420 -1.0476  -0.309
C 0.9607 0.1353 0.1489  -0.024
C -0.2371 0.3438 0.8746  0.045
H -2.3369 -0.1123 1.0233  -0.460
H -2.3723 -1.2739 -1.1558  -0.230
H -0.2386 -1.6488 -2.4053  0.382
H 1.8995 -0.7454 -1.5921  0.026
H 1.8373 0.4947 0.6633  0.071
H -0.1533 0.9833 1.7503  0.429
C 0.6701 -2.7715 6.2181  -0.666
C 1.0132 -2.1681 5.0397  0.485
C 1.3792 -0.8281 5.0412  0.032
C 1.4607 -0.1269 6.2503  -0.330
C 1.0696 -0.7452 7.4668  -0.538
C 0.6327 -2.0558 7.3862  -0.507
H 0.3158 -3.7846 6.1331  0.419
H 1.0699 -2.7443 4.1184  0.004
H 1.7895 -0.4500 4.1083  0.069
H 1.8000 0.9016 6.2709  0.324
H 1.1672 -0.1872 8.4150  0.376
H 0.3796 -2.6580 8.2469  0.362
C 1.7883 -0.0425 -5.9015  -0.736
C 2.3336 -0.8350 -6.8755  -0.437
C 1.8356 -2.1107 -7.1069  -0.650
C 0.6534 -2.5477 -6.4307  -0.468
C 0.0629 -1.6826 -5.4987  -0.564
C 0.7140 -0.4886 -5.1776  0.083
H 2.2467 0.9147 -5.5980  0.331
H 3.1953 -0.4959 -7.4100  0.425
H 2.2820 -2.8055 -7.7545  0.450
H 0.2157 -3.5533 -6.5684  0.341
H -0.7963 -1.9803 -4.8882  0.492
H 0.2092 0.0705 -4.4350  0.770

No. 3
C30H37N4O5S2 | ωB97M-V/def2-TZVPD

Properties
Total charge = +1
DFT total energy = -69573.122 eV
SMILES = CCN(c1ccccc1)S(=O)(=O)c1ccc(C(=O)N(CC[NH+](CC)CC)c2nc3c(OC)ccc(OC)c3s2)cc1
HOMO-LUMO gap = 7.81 eV
Energy relative to the best compared isomer or geometry (same formula, charge and spin) = 1.85 kcal/mol

Each line ends with the natural charge from an NBO analysis.
CARTESIAN COORDINATES (ANGSTROEM)
C 4.7248 3.0807 -1.3189  -0.619
C 5.7073 1.9178 -1.2652  -0.222
N 5.1216 0.7814 -0.5715  -0.723
C 5.9311 -0.0718 0.2059  0.229
C 7.2953 -0.2129 -0.0289  -0.268
C 8.0575 -1.0386 0.7786  -0.189
C 7.4706 -1.7449 1.8136  -0.219
C 6.1098 -1.6212 2.0364  -0.183
C 5.3429 -0.7858 1.2453  -0.246
S 3.7882 0.1251 -1.3241  2.323
O 3.7845 0.4591 -2.7175  -0.930
O 3.6238 -1.2490 -0.9582  -0.914
C 2.3893 0.9854 -0.5695  -0.294
C 1.2321 1.0671 -1.3228  -0.189
C 0.0813 1.5823 -0.7577  -0.178
C 0.0978 2.0175 0.5668  -0.164
C -1.1236 2.5682 1.2052  0.694
O -1.1885 3.6586 1.7152  -0.547
N -2.2553 1.7515 1.1541  -0.495
C -3.4989 2.2974 1.6914  -0.238
C -4.4573 2.8379 0.6271  -0.237
N -5.0733 1.7815 -0.2142  -0.444
C -5.0484 2.1260 -1.6557  -0.209
C -3.6488 2.0628 -2.2437  -0.634
C -6.4463 1.4238 0.2099  -0.207
C -6.5090 0.8365 1.6089  -0.633
C -2.2626 0.4254 0.7879  0.304
N -3.3365 -0.0908 0.2681  -0.544
C -3.2093 -1.4287 0.0235  0.067
C -4.1868 -2.2490 -0.5641  0.264
O -5.3661 -1.6454 -0.8979  -0.513
C -6.3730 -2.4552 -1.4713  -0.253
C -3.8561 -3.5785 -0.7503  -0.227
C -2.6118 -4.0889 -0.3804  -0.289
C -1.6325 -3.2939 0.1988  0.275
O -0.4021 -3.6730 0.5928  -0.482
C 0.0072 -5.0054 0.3618  -0.256
C -1.9658 -1.9511 0.3963  -0.176
S -0.9608 -0.7038 1.0827  0.473
C 1.2827 1.9869 1.2963  -0.183
C 2.4279 1.4529 0.7294  -0.139
H 3.8640 2.8193 -1.9278  0.217
H 4.3890 3.3491 -0.3199  0.206
H 5.2152 3.9423 -1.7647  0.228
H 6.5985 2.2199 -0.7120  0.221
H 5.9900 1.6364 -2.2854  0.211
H 7.7645 0.3105 -0.8473  0.220
H 9.1153 -1.1367 0.5867  0.221
H 8.0681 -2.3916 2.4372  0.220
H 5.6404 -2.1739 2.8363  0.215
H 4.2810 -0.7050 1.4136  0.214
H 1.2561 0.7207 -2.3436  0.251
H -0.8247 1.6462 -1.3420  0.217
H -3.9764 1.5312 2.3019  0.222
H -3.2022 3.1369 2.3291  0.275
H -3.9046 3.5286 -0.0104  0.232
H -5.2466 3.4058 1.1235  0.231
H -4.4334 0.8809 -0.0740  0.484
H -5.6759 1.4037 -2.1797  0.223
H -5.4827 3.1204 -1.7904  0.214
H -3.6995 2.2922 -3.3044  0.247
H -2.9745 2.7802 -1.7832  0.210
H -3.2382 1.0624 -2.1325  0.223
H -7.0819 2.3108 0.1358  0.211
H -6.8111 0.6729 -0.4922  0.223
H -5.8456 -0.0205 1.6901  0.225
H -6.2634 1.5655 2.3754  0.212
H -7.5227 0.4931 1.7965  0.245
H -6.6736 -3.2574 -0.7928  0.189
H -7.2225 -1.7970 -1.6460  0.198
H -6.0469 -2.8830 -2.4228  0.189
H -4.5628 -4.2586 -1.1959  0.226
H -2.4212 -5.1343 -0.5575  0.235
H -0.0255 -5.2509 -0.7028  0.186
H 1.0358 -5.0562 0.7121  0.216
H -0.6082 -5.7123 0.9252  0.183
H 1.2909 2.3623 2.3080  0.239
H 3.3481 1.4042 1.2896  0.236

In order of appearance, lowest unoccupied orbital energy = -2.98; 0.65; -2.58 eV.